Entry from the OMol25 dataset: a structure of composition C24H48Cl2GaP2S in a non-equilibrium geometry (the ωB97M-V functional and the def2-TZVPD basis).

ORCA input file:
```
! wB97M-V def2-TZVPD RIJCOSX def2/J DEFGRID3
* xyz -1 1
Ga -0.026 -0.146 -0.081
Cl -0.164 0.971 -2.107
P -2.490 -0.357 -0.284
C -2.889 -1.239 -1.879
C -3.368 -1.284 1.083
C -3.233 1.354 -0.541
C -1.849 -2.298 -2.271
H -2.835 -0.414 -2.612
C -4.304 -1.817 -1.867
H -4.332 -2.764 -1.317
H -4.598 -2.022 -2.905
H -5.058 -1.144 -1.443
H -0.959 -1.836 -2.709
H -2.292 -2.968 -3.022
H -1.538 -2.913 -1.418
H -2.689 1.672 -1.450
C -2.882 2.308 0.594
C -4.738 1.334 -0.785
H -5.007 0.957 -1.774
H -5.126 2.358 -0.705
H -5.246 0.733 -0.018
H -1.999 1.944 1.162
H -3.720 2.451 1.283
H -2.602 3.293 0.196
C -2.703 -2.650 1.277
H -4.395 -1.440 0.712
C -3.436 -0.483 2.388
H -2.839 -3.324 0.420
H -3.140 -3.123 2.166
H -1.631 -2.522 1.462
H -2.457 -0.085 2.674
H -3.771 -1.167 3.181
H -4.163 0.339 2.334
Cl 0.120 -1.095 2.110
H 0.193 -1.594 -0.535
P 2.473 0.500 -0.151
C 2.843 2.093 -1.082
C 3.555 0.494 1.402
C 3.098 -0.851 -1.304
C 1.832 3.222 -0.842
H 2.759 1.769 -2.134
C 4.252 2.601 -0.806
H 4.294 3.081 0.176
H 4.497 3.361 -1.560
H 5.023 1.825 -0.857
H 0.875 2.998 -1.325
H 2.222 4.152 -1.277
H 1.656 3.386 0.222
H 2.521 -0.610 -2.215
C 2.736 -2.284 -0.870
C 4.591 -0.692 -1.596
H 4.802 0.188 -2.217
H 4.950 -1.568 -2.147
H 5.178 -0.619 -0.669
H 1.976 -2.330 -0.075
H 3.624 -2.824 -0.527
H 2.323 -2.822 -1.737
C 2.998 1.540 2.367
H 4.571 0.783 1.081
C 3.597 -0.881 2.060
H 3.266 2.572 2.114
H 3.338 1.346 3.389
H 1.894 1.477 2.369
H 2.578 -1.245 2.221
H 4.083 -0.779 3.042
H 4.162 -1.620 1.476
S -0.010 2.597 1.869
C -0.637 2.506 3.401
C -0.083 1.680 4.408
C -0.667 1.623 5.667
C -1.823 2.377 5.954
C -2.390 3.169 4.951
C -1.814 3.251 3.697
H 0.786 1.086 4.139
H -0.230 0.987 6.432
H -2.274 2.326 6.944
H -3.303 3.734 5.142
H -2.224 3.859 2.898
*
```

Computed properties:
E_HOMO: -3.33 eV

List of Löwdin charges in e, atom by atom:
1 Ga -0.28
2 Cl 0.17
3 P 0.99
4 C -0.53
5 C -0.53
6 C -0.53
7 C -0.15
8 H 0.10
9 C -0.13
10 H 0.07
11 H 0.08
12 H 0.05
13 H 0.05
14 H 0.07
15 H 0.05
16 H 0.06
17 C -0.18
18 C -0.13
19 H 0.06
20 H 0.08
21 H 0.07
22 H -0.06
23 H 0.07
24 H 0.08
25 C -0.14
26 H 0.09
27 C -0.11
28 H 0.06
29 H 0.08
30 H -0.02
31 H 0.05
32 H 0.08
33 H 0.07
34 Cl 0.13
35 H -0.08
36 P 1.02
37 C -0.54
38 C -0.52
39 C -0.53
40 C -0.18
41 H 0.09
42 C -0.14
43 H 0.07
44 H 0.08
45 H 0.05
46 H -0.01
47 H 0.07
48 H -0.01
49 H 0.09
50 C -0.15
51 C -0.13
52 H 0.06
53 H 0.07
54 H 0.07
55 H 0.02
56 H 0.06
57 H 0.08
58 C -0.16
59 H 0.09
60 C -0.14
61 H 0.07
62 H 0.08
63 H -0.05
64 H -0.01
65 H 0.08
66 H 0.06
67 S 0.64
68 C -0.74
69 C -0.14
70 C -0.11
71 C -0.14
72 C -0.13
73 C -0.15
74 H 0.06
75 H 0.09
76 H 0.08
77 H 0.09
78 H 0.08

***

Entry from the OMol25 dataset: a cluster of 9 separate species, C24H48F9O11P in total (the ωB97M-V functional and the def2-TZVPD basis).

ORCA input file:
```
! wB97M-V def2-TZVPD RIJCOSX def2/J DEFGRID3
* xyz 0 1
C -1.587 -0.742 -1.742
C -1.344 -1.621 -2.961
O 0.037 -1.907 -3.150
C 0.503 -2.956 -2.324
P 1.751 -2.266 -1.133
C 2.832 -1.382 -2.318
C 3.457 -0.114 -1.705
C 2.801 1.152 -2.196
F 2.675 1.136 -3.554
F 1.539 1.296 -1.693
C 3.572 2.461 -1.880
F 4.838 2.330 -2.326
F 2.994 3.470 -2.575
C 3.615 2.867 -0.357
F 3.012 1.939 0.413
F 4.902 2.969 0.037
C 2.954 4.236 -0.037
F 3.558 5.231 -0.708
F 1.647 4.227 -0.329
F 3.089 4.479 1.277
O 2.791 -3.606 -0.943
C 2.731 -4.185 0.302
O 3.709 -4.211 0.990
C 1.401 -4.747 0.673
C 0.870 -4.476 1.932
C -0.392 -4.948 2.252
C -1.113 -5.703 1.335
C -0.564 -6.001 0.094
C 0.688 -5.512 -0.245
H -1.077 -1.165 -0.875
H -1.196 0.257 -1.951
H -2.656 -0.653 -1.556
H -1.913 -2.554 -2.876
H -1.689 -1.119 -3.867
H 0.940 -3.757 -2.933
H -0.320 -3.396 -1.752
H 3.642 -2.075 -2.560
H 2.293 -1.191 -3.244
H 4.517 -0.085 -1.952
H 3.385 -0.161 -0.619
H 1.440 -3.880 2.634
H -0.819 -4.728 3.223
H -2.105 -6.055 1.596
H -1.092 -6.611 -0.628
H 1.115 -5.725 -1.218
C -4.899 -6.861 2.688
O -3.767 -6.433 3.437
H -5.158 -6.051 2.008
H -4.678 -7.756 2.100
H -5.757 -7.061 3.334
H -3.527 -7.137 4.045
C -4.231 -4.039 -0.400
O -3.864 -2.676 -0.586
H -3.782 -4.603 -1.215
H -3.851 -4.434 0.546
H -5.316 -4.173 -0.436
H -4.248 -2.164 0.130
C 0.841 -9.176 -0.654
O 0.019 -8.632 -1.686
H 0.696 -8.566 0.234
H 0.556 -10.207 -0.430
H 1.896 -9.145 -0.935
H 0.152 -9.165 -2.474
C 1.214 7.805 0.768
O 1.043 7.926 -0.637
H 0.537 8.516 1.236
H 0.959 6.799 1.112
H 2.238 8.045 1.067
H 1.636 7.303 -1.067
C -1.597 8.996 3.219
O -0.809 9.842 4.050
H -2.574 8.889 3.682
H -1.725 9.433 2.224
H -1.139 8.007 3.125
H 0.056 9.941 3.646
C -3.075 5.839 1.706
O -4.078 6.788 2.057
H -2.392 6.320 1.011
H -2.515 5.520 2.589
H -3.509 4.961 1.222
H -4.680 6.362 2.674
C -4.894 9.265 -0.191
O -5.764 9.203 0.928
H -5.448 9.677 -1.032
H -4.035 9.912 0.010
H -4.535 8.269 -0.463
H -5.251 8.818 1.646
C 6.640 -2.428 -0.613
O 5.409 -1.932 -0.111
H 7.255 -1.568 -0.872
H 7.170 -3.022 0.136
H 6.495 -3.037 -1.511
H 4.857 -2.689 0.130
*
```

Computed properties:
SMILES: CCOCP(CCC(F)(F)C(F)(F)C(F)(F)C(F)(F)F)OC(=O)c1ccccc1.CO.CO.CO.CO.CO.CO.CO.CO
E_HOMO: -8.97 eV

List of Löwdin charges in e, atom by atom:
1 C -0.07
2 C -0.26
3 O -0.21
4 C -0.36
5 P 1.08
6 C -0.28
7 C -0.14
8 C -0.44
9 F 0.12
10 F 0.11
11 C -0.34
12 F 0.15
13 F 0.14
14 C -0.32
15 F 0.15
16 F 0.16
17 C -0.53
18 F 0.17
19 F 0.18
20 F 0.17
21 O -0.24
22 C -0.51
23 O 0.14
24 C -0.17
25 C -0.01
26 C -0.06
27 C -0.07
28 C -0.08
29 C -0.05
30 H 0.06
31 H 0.07
32 H 0.06
33 H 0.11
34 H 0.12
35 H 0.10
36 H 0.08
37 H 0.09
38 H 0.09
39 H 0.13
40 H 0.10
41 H 0.12
42 H 0.11
43 H 0.08
44 H 0.10
45 H 0.12
46 C -0.15
47 O -0.13
48 H 0.06
49 H 0.08
50 H 0.08
51 H 0.08
52 C -0.15
53 O -0.13
54 H 0.08
55 H 0.06
56 H 0.08
57 H 0.08
58 C -0.15
59 O -0.14
60 H 0.07
61 H 0.08
62 H 0.08
63 H 0.07
64 C -0.16
65 O -0.11
66 H 0.06
67 H 0.07
68 H 0.08
69 H 0.06
70 C -0.17
71 O -0.12
72 H 0.08
73 H 0.08
74 H 0.07
75 H 0.07
76 C -0.15
77 O -0.13
78 H 0.08
79 H 0.08
80 H 0.08
81 H 0.08
82 C -0.17
83 O -0.13
84 H 0.08
85 H 0.07
86 H 0.07
87 H 0.04
88 C -0.15
89 O -0.14
90 H 0.08
91 H 0.08
92 H 0.08
93 H 0.03

***

Entry from the OMol25 dataset: a cluster of 6 separate species, C24H48O18 in total in a non-equilibrium geometry (the ωB97M-V functional and the def2-TZVPD basis).

ORCA input file:
```
! wB97M-V def2-TZVPD RIJCOSX def2/J DEFGRID3
* xyz 0 1
C 0.217 1.672 -1.838
C 0.763 0.674 -0.853
O -0.276 -0.103 -0.253
C -0.598 -1.238 -0.848
O -0.133 -1.640 -1.887
O -1.551 -1.823 -0.134
C -1.808 -3.185 -0.497
H -0.328 1.196 -2.657
H 1.066 2.196 -2.292
H -0.435 2.410 -1.382
H 1.181 1.214 -0.003
H 1.529 0.043 -1.293
H -0.878 -3.750 -0.483
H -2.326 -3.234 -1.450
H -2.426 -3.618 0.288
C -1.907 5.730 -0.662
C -1.626 6.045 -2.125
O -1.867 7.439 -2.401
C -3.049 7.735 -2.923
O -3.900 6.950 -3.249
O -3.125 9.057 -3.021
C -4.314 9.570 -3.611
H -2.154 4.680 -0.541
H -2.744 6.345 -0.334
H -1.052 5.978 -0.034
H -2.268 5.420 -2.742
H -0.594 5.875 -2.424
H -4.234 9.550 -4.701
H -4.413 10.608 -3.308
H -5.187 8.997 -3.306
C 1.388 4.563 1.469
C 0.139 4.379 2.324
O -0.816 3.641 1.575
C -1.336 2.540 2.133
O -1.001 2.048 3.180
O -2.309 2.110 1.337
C -2.963 0.939 1.754
H 1.111 4.946 0.486
H 1.891 3.601 1.344
H 2.125 5.233 1.909
H -0.291 5.347 2.582
H 0.389 3.847 3.239
H -3.664 1.128 2.573
H -2.278 0.183 2.162
H -3.459 0.460 0.918
C 5.510 -0.687 2.371
C 4.672 0.491 1.935
O 4.111 0.238 0.646
C 4.739 0.756 -0.401
O 5.759 1.383 -0.384
O 4.043 0.422 -1.493
C 4.409 1.057 -2.702
H 4.925 -1.485 2.831
H 6.287 -0.395 3.079
H 6.006 -1.112 1.497
H 5.284 1.387 1.864
H 3.832 0.655 2.605
H 3.614 1.729 -3.031
H 4.535 0.290 -3.466
H 5.323 1.636 -2.606
C -2.778 -9.779 -1.612
C -2.434 -8.303 -1.677
O -3.261 -7.506 -0.837
C -2.774 -7.194 0.365
O -1.701 -7.512 0.797
O -3.694 -6.470 0.982
C -3.343 -5.995 2.283
H -2.318 -10.260 -2.480
H -3.854 -9.935 -1.652
H -2.370 -10.307 -0.749
H -2.573 -7.961 -2.703
H -1.379 -8.126 -1.460
H -4.233 -5.493 2.654
H -2.517 -5.284 2.258
H -3.085 -6.811 2.956
C 2.253 -3.668 -0.960
C 2.997 -3.069 0.211
O 2.178 -2.016 0.777
C 1.897 -2.017 2.062
O 2.210 -2.861 2.865
O 1.169 -0.937 2.312
C 0.760 -0.744 3.660
H 1.280 -4.040 -0.640
H 2.793 -4.548 -1.310
H 2.095 -2.894 -1.705
H 3.877 -2.516 -0.126
H 3.284 -3.788 0.975
H 0.496 -1.707 4.097
H -0.082 -0.065 3.646
H 1.574 -0.317 4.249
*
```

Computed properties:
Energy above the lowest of the compared OMol25 structures with the same formula, charge and spin: 0.387 eV
SMILES: CCOC(=O)OC.CCOC(=O)OC.CCOC(=O)OC.CCOC(=O)OC.CCOC(=O)OC.CCOC(=O)OC
E_HOMO: -10.61 eV

List of Löwdin charges in e, atom by atom:
1 C -0.04
2 C -0.20
3 O 0.03
4 C -0.62
5 O 0.12
6 O 0.01
7 C -0.02
8 H 0.09
9 H 0.08
10 H 0.07
11 H 0.12
12 H 0.11
13 H 0.08
14 H 0.10
15 H 0.08
16 C -0.04
17 C -0.19
18 O 0.04
19 C -0.62
20 O 0.12
21 O 0.01
22 C -0.04
23 H 0.07
24 H 0.09
25 H 0.06
26 H 0.12
27 H 0.12
28 H 0.10
29 H 0.09
30 H 0.09
31 C -0.05
32 C -0.21
33 O 0.01
34 C -0.58
35 O 0.12
36 O 0.02
37 C -0.05
38 H 0.07
39 H 0.07
40 H 0.08
41 H 0.12
42 H 0.12
43 H 0.10
44 H 0.09
45 H 0.10
46 C -0.04
47 C -0.20
48 O 0.02
49 C -0.60
50 O 0.13
51 O -0.01
52 C -0.04
53 H 0.07
54 H 0.08
55 H 0.09
56 H 0.12
57 H 0.12
58 H 0.09
59 H 0.10
60 H 0.09
61 C -0.06
62 C -0.22
63 O 0.04
64 C -0.62
65 O 0.13
66 O 0.00
67 C -0.04
68 H 0.08
69 H 0.08
70 H 0.08
71 H 0.12
72 H 0.12
73 H 0.09
74 H 0.09
75 H 0.10
76 C -0.05
77 C -0.18
78 O 0.02
79 C -0.63
80 O 0.12
81 O 0.00
82 C -0.02
83 H 0.07
84 H 0.08
85 H 0.07
86 H 0.12
87 H 0.12
88 H 0.10
89 H 0.07
90 H 0.10